[1]
C2H4Cl2N2 | the ωB97M-V functional and the def2-TZVPD basis

```
10
Properties=species:S:1:pos:R:3:forces:R:3:lowdin_charge:R:1
Cl -1.130 0.996 -2.060 -0.059 -0.167 -0.658 0.631
Cl -0.369 -1.828 -1.179 -0.776 -1.681 -1.086 0.673
N -0.609 1.638 0.397 -0.960 0.324 1.188 0.077
N 0.484 -0.997 1.107 -0.610 -2.143 -2.549 0.002
C -0.452 0.766 -0.481 -0.787 -0.038 0.922 -0.875
C 0.207 -0.588 -0.205 5.380 2.907 -0.707 -0.923
H 1.629 -0.249 -0.782 -3.494 -0.638 0.845 0.191
H 1.159 -1.757 1.113 -0.357 0.609 0.504 0.093
H -1.326 2.406 0.253 1.658 -1.106 -0.463 0.091
H 0.407 -0.387 1.836 0.004 1.934 2.004 0.041
```
Positions in Å, forces in eV/Å.

LUMO level in eV: 0.3
Energy relative to the best compared isomer or geometry (same formula, charge and spin) in kcal per mole: 49.4
Charge: 0
DFT total energy in Eh: -1108.41674


[2]
C2H4Cl2N6 | the ωB97M-V functional and the def2-TZVPD basis

```
14
Properties=species:S:1:pos:R:3:forces:R:3:lowdin_charge:R:1
Cl -2.454 0.127 2.510 0.160 0.208 -0.271 0.559
Cl 1.742 0.233 -3.100 -0.100 0.089 0.229 0.522
N 0.977 2.158 0.165 -1.000 -1.269 0.288 0.120
N 1.679 1.468 -1.908 -0.341 -0.316 0.099 -0.364
N -0.336 -0.004 0.483 0.527 0.811 -0.533 0.061
N 0.305 -0.035 -0.584 -0.332 0.309 0.637 0.086
N -1.991 -1.246 1.628 -0.911 -0.536 0.807 -0.370
N -0.521 -2.361 0.240 0.164 0.968 -0.417 0.125
C -1.035 -1.201 0.817 1.539 -1.035 -1.514 -0.564
C 0.994 1.231 -0.849 0.399 0.474 0.675 -0.542
H 1.411 3.052 0.061 0.012 0.061 -0.177 0.099
H -1.124 -3.157 0.217 -0.273 -0.225 0.184 0.090
H 0.316 1.960 0.932 0.713 0.398 -0.726 0.091
H 0.038 -2.226 -0.614 -0.557 0.063 0.717 0.089
```
Positions in Å, forces in eV/Å.

LUMO level in eV: -1.5
SMILES: NC(=N/Cl)/N=N/C(N)=N\Cl
Energy relative to the best compared isomer or geometry (same formula, charge and spin) in kcal per mole: 0.0
Charge: 0
DFT total energy in Eh: -1327.42714


[3]
C2H4Cl2O | the ωB97M-V functional and the def2-TZVPD basis

```
9
Properties=species:S:1:pos:R:3:forces:R:3:lowdin_charge:R:1
Cl 0.477 1.103 -1.708 -0.159 0.068 -0.072 0.641
Cl -1.229 -1.851 -1.167 0.541 0.996 1.613 0.486
O 1.163 1.159 0.811 0.460 -1.376 -0.496 -0.047
C -0.915 -0.732 0.193 -4.527 -2.384 2.403 -0.560
C 0.964 0.328 -0.249 2.733 3.212 -0.872 -0.769
H -0.778 -1.190 1.292 -0.036 0.714 -2.882 0.088
H 1.634 -0.458 -0.407 0.944 -1.022 0.111 0.059
H 0.313 1.502 1.057 -0.903 0.697 0.395 0.076
H -1.629 0.138 0.177 0.949 -0.904 -0.200 0.027
```
Positions in Å, forces in eV/Å.

LUMO level (alpha / beta) in eV: 0.7 / -1.9
Expectation value of S²: 2.008
Energy relative to the best compared isomer or geometry (same formula, charge and spin) in kcal per mole: 26.5
Multiplicity: 3
Charge: 0
DFT total energy in Eh: -1074.02416


[4]
C2H4Cl2O2Si | the ωB97M-V functional and the def2-TZVPD basis

```
11
Properties=species:S:1:pos:R:3:forces:R:3:lowdin_charge:R:1
Cl -1.653 -1.150 2.064 -1.549 -0.618 0.482 0.423
Cl 0.478 1.266 2.844 0.194 -0.495 -0.133 0.349
Si 0.183 -0.488 1.837 1.648 -0.768 -0.770 -0.279
O -1.072 0.790 0.078 -0.177 1.238 0.170 0.008
O 0.726 -0.424 0.212 0.606 0.316 1.427 -0.138
C 0.147 0.326 -1.935 -2.178 1.760 1.769 0.048
C -0.092 0.350 -0.465 -0.261 -1.605 -1.095 -0.650
H 1.006 -1.715 2.036 0.078 0.712 0.947 -0.005
H 0.995 0.883 -2.168 1.397 0.698 -0.828 0.081
H -0.780 0.790 -2.182 -0.335 0.936 -1.341 0.088
H 0.062 -0.627 -2.321 0.578 -2.176 -0.627 0.075
```
Positions in Å, forces in eV/Å.

LUMO level in eV: 0.7
Energy relative to the best compared isomer or geometry (same formula, charge and spin) in kcal per mole: 18.6
Charge: 0
DFT total energy in Eh: -1439.09918


[5]
C2H4Cl2S | the ωB97M-V functional and the def2-TZVPD basis

```
9
Properties=species:S:1:pos:R:3:forces:R:3:lowdin_charge:R:1
Cl 0.980 -0.313 0.665 0.856 0.102 0.379 0.641
Cl -1.089 -1.964 -0.502 0.135 -0.297 -0.091 0.642
S 3.736 0.088 -0.518 -0.080 -0.217 0.153 0.250
C -1.513 0.680 0.085 1.094 0.406 -1.732 -0.185
C -0.560 -0.469 0.096 -1.580 0.046 0.380 -1.255
H -2.451 0.419 -0.352 -0.751 -0.633 0.069 0.052
H -1.683 1.251 0.987 0.360 -0.041 0.373 0.074
H 3.680 -1.014 0.261 0.101 0.188 -0.191 -0.308
H -1.099 1.322 -0.722 -0.135 0.446 0.660 0.089
```
Positions in Å, forces in eV/Å.

LUMO level (alpha / beta) in eV: 0.0 / -2.1
Energy relative to the best compared isomer or geometry (same formula, charge and spin) in kcal per mole: 72.6
Charge: 0
DFT total energy in Eh: -1397.05769


[6]
C2H4Cl2S | the ωB97M-V functional and the def2-TZVPD basis

```
9
Properties=species:S:1:pos:R:3:forces:R:3:lowdin_charge:R:1
Cl 0.406 0.777 -1.934 0.243 0.996 -0.942 0.582
Cl -1.175 -1.464 -1.255 -0.626 -0.468 -0.158 0.566
S 1.496 -1.243 -0.101 -1.246 -0.869 -1.193 0.667
C -0.044 -0.280 -0.649 0.971 -0.467 1.851 -1.626
C -0.572 0.516 0.591 1.820 0.335 -0.415 -0.199
H 1.847 -0.314 0.721 0.707 0.943 0.818 -0.186
H 0.355 0.518 1.281 -2.039 0.877 -0.801 0.064
H -0.963 1.519 0.268 0.623 -0.919 0.513 0.083
H -1.351 -0.029 1.076 -0.452 -0.429 0.326 0.050
```
Positions in Å, forces in eV/Å.

LUMO level in eV: 0.7
SMILES: CC(S)(Cl)Cl
Energy relative to the best compared isomer or geometry (same formula, charge and spin) in kcal per mole: 14.9
Charge: 0
DFT total energy in Eh: -1397.14960